62
Properties=species:S:1:pos:R:3:nbo_charge:R:1 method="wB97M-V/def2-TZVPD" e_lumo_ev=-0.255 energy_ha=-2930.065236
C 5.21 0.28 0.62 -0.62
C 5.81 -0.27 -0.71 -0.21
N 4.86 0.03 -1.79 -0.57
C 4.91 -0.93 -2.90 -0.21
C 3.93 -2.10 -2.62 -0.61
C 4.93 1.39 -2.23 -0.09
S 6.29 2.07 -2.81 0.01
S 3.44 2.36 -2.09 0.31
C 2.22 1.17 -1.42 -0.52
C 0.77 1.72 -1.44 -0.42
C -0.24 0.50 -1.50 -0.43
C -0.94 0.22 -0.13 0.26
C -1.96 1.38 0.02 -0.46
C -3.20 1.28 -0.91 -0.38
C -4.19 0.14 -0.53 -0.42
C -5.61 0.35 -1.09 -0.41
C -6.31 -1.03 -1.15 -0.21
N -6.37 -1.60 0.22 -0.84
O -1.49 -1.10 -0.03 -0.54
C -1.80 -1.21 1.34 0.81
O -2.70 -1.87 1.67 -0.51
C -0.79 -0.39 2.17 -0.67
P -1.44 0.83 3.44 0.16
P -1.12 0.11 5.45 2.07
O -0.82 1.29 6.25 -1.10
O -2.47 -0.63 5.92 -0.96
O 0.15 -0.93 5.61 -0.99
C 0.13 0.16 1.02 -0.28
I 1.34 -1.64 0.58 0.10
H 4.68 1.22 0.45 0.21
H 6.01 0.40 1.36 0.21
H 4.49 -0.43 1.05 0.21
H 5.81 -1.37 -0.59 0.20
H 6.82 0.13 -0.87 0.20
H 5.91 -1.37 -3.07 0.19
H 4.57 -0.48 -3.85 0.21
H 4.18 -2.98 -3.24 0.21
H 3.98 -2.42 -1.56 0.21
H 2.89 -1.84 -2.85 0.20
H 2.50 0.98 -0.38 0.22
H 2.33 0.24 -1.99 0.23
H 0.61 2.40 -2.29 0.23
H 0.60 2.30 -0.52 0.20
H -0.97 0.78 -2.28 0.22
H 0.26 -0.40 -1.88 0.23
H -2.36 1.45 1.05 0.22
H -1.50 2.36 -0.17 0.23
H -2.98 1.24 -1.98 0.20
H -3.77 2.22 -0.75 0.21
H -4.16 -0.06 0.55 0.21
H -3.78 -0.77 -1.00 0.20
H -5.55 0.73 -2.12 0.20
H -6.16 1.00 -0.39 0.21
H -7.32 -0.95 -1.57 0.19
H -5.76 -1.74 -1.80 0.16
H -7.02 -2.38 0.26 0.35
H -5.46 -2.03 0.39 0.36
H -0.12 -1.04 2.75 0.29
H -0.62 1.98 3.28 0.04
H -2.27 -1.47 6.36 0.52
H 0.92 -0.34 5.52 0.51
H 0.72 1.06 1.21 0.23



9
Properties=species:S:1:pos:R:3:nbo_charge:R:1 method="wB97M-V/def2-TZVPD" relative_energy_ev=2.5450 e_lumo_ev=-0.337 energy_ha=-1327.223120
C -2.43 0.55 -0.11 -0.37
C 1.63 0.26 -0.74 -0.76
N 0.28 -1.04 0.95 -1.04
S -2.45 -0.97 0.12 0.24
S -2.44 2.07 -0.51 0.13
S 1.33 0.10 0.89 0.98
H 2.49 0.85 -1.00 0.21
H 1.56 -0.47 -1.52 0.23
H 0.03 -1.35 1.92 0.37